(1)
Formula: C42H65Cl2FNO18S
Source: OMol25
Level of theory: the ωB97M-V functional and the def2-TZVPD basis

Geometry as XYZ:
```
130
Properties=species:S:1:pos:R:3:mulliken_charge:R:1
C -1.950 2.123 2.139 -1.338
C -1.511 1.055 3.149 0.062
N -0.579 1.557 4.215 0.375
C -0.194 0.431 5.150 -1.542
C 1.219 -0.088 4.928 -1.342
C 1.667 -0.144 3.462 0.730
C 0.997 -1.249 2.647 -1.486
Cl -0.065 -2.324 3.529 -0.124
C 1.128 -1.490 1.331 1.546
C 0.411 -2.556 0.561 -1.575
Cl 2.205 -0.513 0.383 -0.144
C 1.487 1.271 2.846 -0.244
S 3.084 2.099 2.708 1.286
O 2.869 3.280 1.938 -0.487
O 4.098 1.203 2.285 -0.595
F 3.403 2.498 4.184 -0.227
C 0.633 2.224 3.704 -2.623
H -2.027 1.642 1.166 0.400
H -2.949 2.471 2.374 0.396
H -1.248 2.940 2.012 0.135
H -1.109 0.187 2.636 0.025
H -2.397 0.704 3.672 0.618
H -1.104 2.236 4.763 0.412
H -0.249 0.815 6.168 0.391
H -0.950 -0.342 5.093 0.508
H 1.914 0.593 5.418 0.489
H 1.333 -1.033 5.440 0.964
H 2.731 -0.376 3.496 0.826
H -0.563 -2.192 0.237 0.320
H 0.971 -2.753 -0.350 0.291
H 0.315 -3.462 1.145 0.504
H 1.056 1.261 1.852 1.012
H 0.407 3.127 3.149 0.668
H 1.195 2.554 4.575 0.623
O 1.976 -1.273 7.767 -0.579
C 3.144 -1.116 7.551 0.570
O 3.649 -1.141 6.292 -0.271
C 5.090 -1.025 6.335 -0.436
C 5.394 -0.373 7.677 -0.517
C 4.257 -0.902 8.553 -0.480
H 5.516 -2.026 6.251 0.273
H 5.422 -0.429 5.489 0.311
H 6.389 -0.605 8.048 0.360
H 5.313 0.711 7.588 0.247
H 4.500 -1.862 9.010 0.273
H 3.952 -0.195 9.319 0.313
O -2.711 -3.057 -0.592 -0.673
C -2.601 -3.897 -1.445 0.606
O -3.101 -3.744 -2.680 -0.383
C -2.896 -4.950 -3.457 -0.498
C -1.740 -5.661 -2.768 -0.027
C -1.937 -5.253 -1.313 -0.189
H -3.817 -5.532 -3.441 0.159
H -2.677 -4.678 -4.484 0.354
H -1.742 -6.737 -2.934 0.414
H -0.791 -5.266 -3.125 -0.030
H -2.615 -5.921 -0.778 0.377
H -0.996 -5.171 -0.774 -0.060
O 3.482 8.584 -1.701 -0.565
C 3.362 7.858 -0.763 0.493
O 2.839 6.608 -0.863 -0.369
C 2.721 6.011 0.438 0.317
C 3.718 6.758 1.313 -0.580
C 3.707 8.151 0.686 -0.434
H 1.691 6.137 0.784 -0.448
H 2.941 4.953 0.364 0.382
H 3.458 6.742 2.370 0.334
H 4.709 6.314 1.205 0.299
H 2.925 8.786 1.106 0.247
H 4.667 8.653 0.756 0.315
O -4.941 -5.524 -5.751 -0.577
C -6.098 -5.320 -5.529 0.571
O -6.986 -6.317 -5.312 -0.353
C -8.314 -5.781 -5.181 -0.443
C -8.118 -4.325 -4.778 -0.480
C -6.806 -3.980 -5.480 -0.373
H -8.823 -5.882 -6.142 0.267
H -8.855 -6.358 -4.436 0.315
H -8.955 -3.688 -5.055 0.316
H -7.986 -4.255 -3.698 0.257
H -6.964 -3.635 -6.503 0.276
H -6.212 -3.254 -4.932 0.243
O -2.799 5.997 1.799 -0.644
C -2.358 5.893 0.688 0.599
O -2.780 4.947 -0.182 -0.417
C -1.983 5.001 -1.389 -0.472
C -1.402 6.407 -1.419 0.089
C -1.252 6.719 0.062 0.761
H -1.212 4.228 -1.327 0.201
H -2.622 4.791 -2.241 0.375
H -0.476 6.475 -1.987 0.419
H -2.115 7.092 -1.860 -0.241
H -0.294 6.375 0.461 -0.853
H -1.389 7.775 0.279 0.310
O 1.306 -4.672 -2.957 -0.721
C 2.029 -5.268 -2.205 0.640
O 1.751 -6.512 -1.774 -0.358
C 2.737 -6.939 -0.809 -0.619
C 3.956 -6.071 -1.082 -0.283
C 3.318 -4.774 -1.576 -0.216
H 2.336 -6.773 0.195 0.318
H 2.934 -7.991 -0.943 0.399
H 4.598 -5.952 -0.211 0.430
H 4.549 -6.513 -1.880 0.023
H 3.069 -4.095 -0.758 -0.010
H 3.928 -4.257 -2.312 0.377
O 3.605 -8.769 -2.866 -0.596
C 3.790 -8.379 -3.982 0.596
O 4.715 -7.437 -4.278 -0.347
C 4.636 -7.085 -5.675 -0.415
C 3.966 -8.276 -6.346 -0.509
C 3.047 -8.787 -5.237 -0.475
H 4.046 -6.171 -5.766 0.267
H 5.639 -6.895 -6.047 0.291
H 3.451 -8.013 -7.267 0.336
H 4.713 -9.036 -6.583 0.268
H 2.078 -8.286 -5.242 0.236
H 2.908 -9.863 -5.265 0.335
O -2.256 9.316 -2.078 -0.578
C -3.412 9.543 -1.865 0.605
O -4.308 8.557 -1.623 -0.361
C -5.634 9.108 -1.508 -0.457
C -5.425 10.572 -1.145 -0.465
C -4.108 10.888 -1.854 -0.580
H -6.141 8.985 -2.466 0.262
H -6.181 8.555 -0.748 0.316
H -6.255 11.209 -1.441 0.331
H -5.293 10.670 -0.067 0.272
H -4.261 11.206 -2.886 0.277
H -3.510 11.624 -1.325 0.308
```

Frontier orbital gap   8.98 eV
Net charge   +1
Lowest unoccupied orbital energy   -2.50 eV
F_max   0.0532 hartree/bohr

(2)
Formula: C42H65Cl3GeO2P2PtSe2Si
Source: OMol25
Level of theory: the ωB97M-V functional and the def2-TZVPD basis

Geometry as XYZ:
```
119
Properties=species:S:1:pos:R:3:mulliken_charge:R:1
Pt -0.340 -0.869 -0.330 0.644
C -1.000 -2.313 3.306 -1.370
Si -0.799 -0.910 2.046 0.368
C 0.688 0.143 2.645 0.969
C 0.592 0.657 3.938 -0.369
C 1.661 1.315 4.526 -0.872
C 2.851 1.455 3.825 -1.138
C 2.958 0.957 2.537 -0.371
C 1.877 0.318 1.929 0.190
P 2.063 -0.415 0.264 -0.572
C 3.264 -1.768 0.699 0.335
C 2.750 -2.652 1.848 0.227
C 3.504 -3.993 1.903 -0.746
C 4.930 -3.833 1.381 -0.845
C 4.919 -3.468 -0.112 -0.924
C 3.682 -2.633 -0.490 -0.045
C 3.137 0.707 -0.760 1.058
C 2.794 0.456 -2.233 -0.137
C 3.822 1.125 -3.153 -1.134
C 4.301 2.466 -2.570 -1.141
C 3.210 3.079 -1.696 -0.697
C 2.980 2.209 -0.450 0.023
C -2.419 0.079 2.043 1.168
C -3.337 -0.143 3.073 -0.395
C -4.531 0.555 3.134 -0.879
C -4.835 1.480 2.148 -1.188
C -3.943 1.704 1.110 -0.867
C -2.738 1.008 1.034 -0.547
P -1.496 1.362 -0.271 -0.640
C -2.367 1.813 -1.856 1.620
C -1.335 2.005 -2.979 0.592
C -2.003 1.837 -4.351 -0.682
C -3.420 2.434 -4.348 -0.842
C -3.528 3.551 -3.314 -0.934
C -3.386 2.973 -1.893 -0.771
C -0.535 2.785 0.495 2.552
C 0.066 3.717 -0.563 -0.916
C 0.979 4.765 0.076 -0.571
C 0.207 5.579 1.110 -1.150
C -0.368 4.646 2.171 -0.774
C -1.296 3.599 1.548 -0.646
H -1.009 -1.914 4.323 0.507
H -0.179 -3.028 3.241 0.396
H -1.938 -2.850 3.145 0.431
H -0.328 0.537 4.501 0.390
H 1.574 1.703 5.533 0.441
H 3.698 1.946 4.287 0.415
H 3.899 1.053 2.010 0.513
H 4.145 -1.213 1.041 0.578
H 1.681 -2.845 1.704 -1.177
H 2.851 -2.118 2.794 0.473
H 2.987 -4.740 1.294 0.230
H 3.514 -4.361 2.930 0.560
H 5.488 -4.758 1.531 0.485
H 5.441 -3.061 1.964 0.281
H 4.926 -4.379 -0.714 0.460
H 5.827 -2.914 -0.358 0.328
H 2.853 -3.289 -0.761 -0.063
H 3.904 -2.026 -1.370 0.069
H 4.169 0.383 -0.590 0.748
H 1.793 0.854 -2.429 -0.870
H 2.749 -0.617 -2.447 0.688
H 3.369 1.280 -4.134 0.353
H 4.678 0.462 -3.297 0.336
H 4.571 3.150 -3.375 0.516
H 5.198 2.321 -1.961 0.347
H 2.292 3.177 -2.282 0.181
H 3.492 4.085 -1.381 0.634
H 1.984 2.398 -0.042 -1.138
H 3.697 2.507 0.315 0.530
H -3.115 -0.869 3.845 0.373
H -5.220 0.379 3.950 0.458
H -5.762 2.037 2.188 0.461
H -4.199 2.443 0.370 0.444
H -2.888 0.868 -2.064 0.436
H -0.501 1.303 -2.879 -1.850
H -0.914 3.006 -2.911 0.347
H -2.046 0.780 -4.618 0.111
H -1.384 2.333 -5.100 0.462
H -4.153 1.661 -4.098 0.308
H -3.674 2.808 -5.340 0.528
H -4.497 4.047 -3.392 0.558
H -2.768 4.312 -3.506 0.264
H -4.365 2.599 -1.595 0.529
H -3.096 3.772 -1.205 -0.036
H 0.283 2.269 1.011 -1.004
H -0.745 4.243 -1.075 0.794
H 0.621 3.141 -1.308 -0.516
H 1.387 5.412 -0.703 0.452
H 1.823 4.276 0.572 0.271
H -0.606 6.122 0.617 0.403
H 0.859 6.322 1.574 0.475
H -0.918 5.213 2.924 0.442
H 0.454 4.133 2.683 0.264
H -2.150 4.105 1.085 0.254
H -1.680 2.950 2.335 0.240
O -3.627 -5.826 1.843 -0.523
C -3.533 -5.945 0.431 -1.489
C -2.724 -4.756 -0.098 2.053
C -2.580 -4.930 -1.620 -1.502
O -1.866 -6.087 -1.986 -0.588
C -3.513 -3.486 0.239 -1.182
Se -3.146 -1.813 -0.720 0.055
C -1.368 -4.805 0.619 -1.540
Se 0.134 -3.841 -0.179 -0.178
H -4.082 -6.596 2.192 0.349
H -4.526 -5.940 -0.033 0.490
H -3.023 -6.867 0.136 0.505
H -2.116 -4.028 -2.028 0.359
H -3.578 -5.023 -2.058 0.563
H -0.924 -5.892 -2.037 0.387
H -3.368 -3.230 1.290 0.492
H -4.575 -3.660 0.078 0.583
H -1.029 -5.836 0.693 0.555
H -1.475 -4.412 1.630 0.628
Cl 0.777 -3.266 -3.315 -0.326
Ge -0.126 -1.249 -2.926 1.203
Cl -2.160 -1.522 -3.830 -0.309
Cl 0.789 -0.179 -4.570 -0.276
```

Frontier orbital gap (alpha / beta)   6.43 / 4.91 eV
2S+1   6
Net charge   +1
Lowest unoccupied orbital energy (alpha / beta)   -1.94 / -6.22 eV
F_max   0.0262 hartree/bohr
Relative energy (zero: lowest compared OMol25 entry of this formula, charge and spin)   0.00 kcal/mol

(3)
Formula: C42H65N4O3PRuSSeSi
Source: OMol25
Level of theory: the ωB97M-V functional and the def2-TZVPD basis

Geometry as XYZ:
```
119
Properties=species:S:1:pos:R:3:mulliken_charge:R:1
Ru -0.589 -1.262 0.331 0.976
O 1.128 -1.165 -1.417 -0.655
S 2.240 -1.641 -0.585 1.042
O 3.411 -0.809 -0.596 -0.626
N 1.594 -1.859 0.873 0.662
C 2.093 -1.457 2.059 0.033
C 3.443 -1.304 2.351 -0.368
C 3.851 -0.929 3.629 -1.007
C 2.944 -0.744 4.643 -0.938
C 1.562 -0.882 4.398 0.950
C 0.572 -0.694 5.386 -0.817
C -0.749 -0.800 5.038 -1.212
C -1.080 -1.079 3.707 -0.345
N -0.188 -1.271 2.762 0.313
C 1.124 -1.202 3.084 -0.073
C 2.748 -3.234 -1.213 0.298
C 3.517 -4.081 -0.436 -0.624
C 4.009 -5.249 -0.998 -0.646
C 3.736 -5.557 -2.324 -0.588
C 2.989 -4.684 -3.099 -0.940
C 2.494 -3.517 -2.542 -0.191
H 4.167 -1.466 1.566 0.500
H 4.906 -0.799 3.821 0.458
H 3.271 -0.481 5.637 0.465
H 0.862 -0.466 6.401 0.478
H -1.534 -0.659 5.764 0.486
H -2.117 -1.159 3.409 0.346
H 3.730 -3.822 0.590 0.454
H 4.615 -5.914 -0.402 0.414
H 4.099 -6.480 -2.749 0.416
H 2.800 -4.900 -4.137 0.438
H 1.919 -2.808 -3.115 0.467
O -0.529 1.226 0.452 -0.503
P 0.060 2.160 -0.572 -0.673
C -0.708 1.535 -2.170 2.197
C -2.125 2.079 -2.388 -1.133
C -2.156 3.421 -3.117 -0.234
C -1.375 3.355 -4.425 -1.224
C 0.060 2.917 -4.154 -0.416
C 0.082 1.556 -3.471 -1.292
C 1.899 1.888 -0.618 1.013
C 2.814 2.718 -1.520 -0.336
C 4.257 2.384 -1.140 -0.870
C 4.589 3.015 0.216 -0.935
C 3.370 2.995 1.149 -0.982
C 2.447 1.826 0.822 -0.131
C -0.431 3.905 -0.113 0.739
C -0.333 4.104 1.397 -0.540
C -0.853 5.489 1.791 -0.780
C -0.111 6.599 1.048 -0.662
C -0.194 6.380 -0.459 -0.991
C 0.362 5.002 -0.814 -0.301
H -0.786 0.464 -1.867 -0.769
H -2.637 2.165 -1.422 0.067
H -2.680 1.355 -2.995 0.813
H -1.727 4.201 -2.491 -0.229
H -3.195 3.698 -3.313 0.557
H -1.387 4.333 -4.907 0.490
H -1.854 2.644 -5.101 0.383
H 0.552 3.653 -3.516 0.060
H 0.615 2.867 -5.091 0.471
H 1.103 1.222 -3.287 0.240
H -0.377 0.819 -4.138 0.624
H 1.919 0.865 -1.017 -1.039
H 2.663 3.789 -1.409 0.125
H 2.641 2.472 -2.568 0.534
H 4.946 2.750 -1.903 0.581
H 4.360 1.299 -1.087 0.108
H 4.912 4.051 0.074 0.451
H 5.419 2.473 0.670 0.306
H 2.811 3.930 1.054 0.084
H 3.693 2.913 2.191 0.587
H 1.619 1.788 1.536 0.881
H 3.021 0.904 0.931 -0.074
H -1.488 3.983 -0.390 1.057
H 0.706 4.011 1.716 0.130
H -0.909 3.330 1.909 0.027
H -0.729 5.626 2.868 0.416
H -1.919 5.560 1.565 0.342
H 0.939 6.611 1.356 0.318
H -0.541 7.569 1.307 0.415
H 0.383 7.148 -0.979 0.429
H -1.234 6.464 -0.786 0.349
H 1.398 4.969 -0.478 0.259
H 0.353 4.870 -1.896 -0.388
C -3.500 -1.185 -0.899 0.307
C -5.017 -0.893 -1.067 -0.938
N -5.641 -0.848 0.236 -0.123
C -5.393 -2.083 0.948 -0.883
C -3.865 -2.237 1.198 -0.484
N -3.158 -1.145 0.527 1.063
C -3.571 0.139 1.091 0.074
C -5.117 0.268 0.992 -1.022
H -2.894 -0.443 -1.428 -0.736
H -3.251 -2.179 -1.285 0.646
H -5.498 -1.668 -1.663 0.344
H -5.180 0.065 -1.560 0.343
H -5.775 -2.909 0.349 0.313
H -5.943 -2.059 1.890 0.354
H -3.492 -3.184 0.790 0.048
H -3.636 -2.215 2.267 0.318
H -3.062 0.932 0.538 -0.571
H -3.246 0.197 2.132 0.498
H -5.409 1.194 0.494 0.413
H -5.574 0.255 1.982 0.280
C 0.835 -6.522 -0.206 -0.879
Si -0.931 -5.860 0.091 0.358
C -2.183 -6.621 -1.144 -1.109
C -1.472 -6.016 1.922 -1.106
Se -0.856 -3.498 -0.370 -0.244
H 0.859 -7.601 -0.094 0.533
H 1.542 -6.096 0.499 0.257
H 1.180 -6.278 -1.207 0.130
H -2.151 -7.706 -1.101 0.391
H -1.945 -6.318 -2.160 0.345
H -3.203 -6.312 -0.935 0.326
H -1.496 -7.059 2.223 0.411
H -2.461 -5.598 2.089 0.315
H -0.777 -5.495 2.574 0.310
```

Frontier orbital gap (alpha / beta)   6.21 / 6.11 eV
2S+1   2
Net charge   +1
Lowest unoccupied orbital energy (alpha / beta)   -4.04 / -4.12 eV
F_max   0.0788 hartree/bohr
Relative energy (zero: lowest compared OMol25 entry of this formula, charge and spin)   9.17 kcal/mol

(4)
Formula: C42H66BrIN5O3PTi
Source: OMol25
Level of theory: the ωB97M-V functional and the def2-TZVPD basis

Geometry as XYZ:
```
120
Properties=species:S:1:pos:R:3:mulliken_charge:R:1
Ti 1.014 0.809 0.678 0.587
C 3.395 0.680 -1.818 0.161
C 3.906 -0.033 -0.586 -1.560
N 2.786 -0.453 0.312 1.044
C 3.335 -0.928 1.605 0.066
C 3.496 0.253 2.535 -1.072
N 2.185 0.909 2.694 0.398
C 2.298 2.122 3.526 -0.837
C 0.959 2.749 3.913 -1.195
C -0.128 2.888 2.830 -0.332
N 0.370 2.787 1.441 1.393
C 1.210 3.964 1.105 -1.321
C 1.900 3.740 -0.213 0.449
N 2.524 2.402 -0.215 -0.509
C 3.105 2.149 -1.561 -0.774
H 2.502 0.168 -2.177 -0.623
H 4.132 0.598 -2.617 0.746
H 4.579 0.604 -0.007 0.598
H 4.467 -0.928 -0.854 0.630
H 2.337 -1.242 -0.160 -0.639
H 4.290 -1.434 1.450 0.567
H 2.638 -1.644 2.034 -0.512
H 4.195 0.986 2.125 0.475
H 3.903 -0.069 3.498 0.474
H 1.579 0.251 3.181 -0.201
H 2.934 2.824 2.986 0.506
H 2.835 1.881 4.448 0.603
H 1.189 3.729 4.332 0.338
H 0.535 2.177 4.740 0.445
H -0.631 3.851 2.952 0.722
H -0.890 2.121 2.950 -0.074
H -0.456 2.825 0.828 -0.277
H 1.938 4.111 1.900 0.515
H 0.587 4.861 1.069 0.452
H 2.635 4.526 -0.406 0.661
H 1.178 3.761 -1.025 -0.840
H 3.292 2.425 0.454 0.373
H 4.016 2.746 -1.666 0.497
H 2.390 2.521 -2.295 0.148
O -1.830 2.356 -0.412 -1.008
C -1.605 2.218 -1.816 2.923
C -0.501 1.149 -2.030 -0.343
O -0.323 0.549 -3.055 -0.360
O 0.321 0.965 -0.993 1.023
C -2.932 1.898 -2.510 -0.214
C -4.097 2.423 -1.947 -0.153
C -5.333 2.193 -2.530 -1.108
C -5.424 1.449 -3.697 -0.546
C -4.268 0.952 -4.277 -1.005
C -3.027 1.176 -3.696 -0.388
C -1.053 3.556 -2.320 -0.810
C -1.368 4.727 -1.638 -0.161
C -0.871 5.947 -2.079 -0.959
C -0.064 6.007 -3.205 -0.607
C 0.225 4.844 -3.905 -1.048
C -0.271 3.623 -3.470 0.215
H -2.539 1.748 -0.165 -0.056
H -4.049 3.043 -1.060 0.392
H -6.224 2.611 -2.079 0.454
H -6.386 1.271 -4.157 0.448
H -4.325 0.385 -5.197 0.463
H -2.143 0.783 -4.172 0.549
H -2.009 4.690 -0.768 0.513
H -1.128 6.854 -1.546 0.495
H 0.319 6.959 -3.550 0.458
H 0.830 4.887 -4.801 0.483
H -0.051 2.726 -4.036 0.587
Br 3.540 -3.673 -1.457 -0.111
C 3.063 -4.469 -3.120 0.761
C 3.710 -5.653 -3.443 -0.586
C 3.410 -6.292 -4.634 -0.569
C 2.469 -5.747 -5.494 -0.679
C 1.828 -4.564 -5.164 -0.679
C 2.119 -3.911 -3.970 0.099
I 1.108 -2.130 -3.575 0.293
H 4.444 -6.066 -2.765 0.415
H 3.915 -7.214 -4.886 0.387
H 2.231 -6.240 -6.426 0.387
H 1.096 -4.140 -5.837 0.391
C -1.196 -0.239 4.238 -1.608
C -1.143 -1.681 3.706 2.351
C -2.347 -2.443 4.279 -1.939
C 0.139 -2.308 4.280 -1.837
P -1.045 -1.663 1.823 -1.370
N -0.006 -0.473 1.393 0.816
C -0.472 -3.316 1.166 1.902
C -0.727 -3.370 -0.348 -1.497
C -1.184 -4.506 1.830 -1.846
C 1.041 -3.500 1.335 -0.914
C -2.710 -1.241 1.073 2.410
C -2.523 -0.905 -0.421 -1.459
C -3.773 -2.344 1.172 -1.758
C -3.245 0.017 1.778 -2.166
H -0.832 -0.232 5.267 0.592
H -2.205 0.166 4.251 0.336
H -0.571 0.427 3.650 -0.181
H -2.243 -2.458 5.366 0.528
H -2.408 -3.475 3.946 0.300
H -3.289 -1.946 4.059 0.376
H 0.123 -2.173 5.362 0.679
H 1.045 -1.827 3.903 0.221
H 0.213 -3.375 4.092 0.284
H -1.774 -3.533 -0.591 0.251
H -0.166 -4.217 -0.749 0.760
H -0.372 -2.480 -0.868 -0.258
H -2.267 -4.420 1.838 0.344
H -0.842 -4.684 2.847 0.331
H -0.934 -5.396 1.248 0.509
H 1.586 -2.811 0.694 -0.689
H 1.290 -4.504 0.986 0.884
H 1.397 -3.415 2.356 0.195
H -2.602 -1.783 -1.054 0.314
H -1.565 -0.431 -0.623 -0.688
H -3.325 -0.232 -0.735 0.871
H -3.513 -3.220 0.583 0.371
H -4.698 -1.943 0.752 0.522
H -3.989 -2.657 2.190 0.275
H -2.495 0.809 1.843 0.213
H -3.615 -0.192 2.779 0.453
H -4.092 0.397 1.201 0.695
```

Frontier orbital gap   7.78 eV
Net charge   +2
Lowest unoccupied orbital energy   -5.01 eV
F_max   0.0190 hartree/bohr
Relative energy (zero: lowest compared OMol25 entry of this formula, charge and spin)   0.00 kcal/mol